{
  "formula": "C3H4AlBrClF3O5PS",
  "method": "ωB97M-V/def2-TZVPD",
  "largest_force_ev_per_a": 2.12,
  "total_charge": -1,
  "lumo_energy_ha": 0.10572,
  "orbital_gap_ev": 8.44,
  "total_energy_ev": -130855.8751,
  "multiplicity": 1,
  "species": ["O", "S", "O", "C", "F", "F", "F", "C", "Br", "O", "Al", "O", "C", "P", "O", "Cl", "H", "H", "H", "H"],
  "xyz": [[1.481, -2.051, 0.755], [1.518, -0.626, 0.853], [1.444, -0.111, 2.198], [3.203, -0.065, 0.244], [3.579, 1.086, 0.797], [4.071, -1.010, 0.649], [3.270, 0.005, -1.087], [0.144, 0.174, -0.185], [0.798, 2.000, -0.519], [0.073, -0.568, -1.274], [-1.511, -1.510, -1.292], [-1.589, -1.291, 0.518], [-1.154, 0.029, 0.646], [-2.723, 1.006, 0.185], [-2.269, 2.355, -0.647], [-3.214, 1.875, 2.040], [-2.513, -0.580, -2.153], [-1.546, -2.978, -1.897], [-1.001, 0.206, 1.710], [-2.062, 2.055, -1.540]],
  "mulliken_charge": [-0.6280, 1.2158, -0.7005, 0.5694, -0.1846, -0.2281, -0.2180, 0.0610, -0.0863, -0.4955, 0.6120, -0.5905, -0.1464, 0.2374, -0.5199, -0.3231, -0.2693, -0.4081, 0.7501, 0.3526]
}

---

{
  "formula": "C30H51N12O4SiSn",
  "method": "ωB97M-V/def2-TZVPD",
  "largest_force_ev_per_a": 0.48,
  "total_charge": 3,
  "lumo_energy_ha": -0.30781,
  "orbital_gap_ev": 7.09,
  "relative_energy_kj_mol": 22.0,
  "total_energy_ev": -71695.4438,
  "multiplicity": 1,
  "species": ["Sn", "C", "N", "C", "C", "N", "N", "C", "N", "N", "H", "H", "H", "H", "H", "H", "H", "H", "H", "H", "H", "N", "N", "C", "N", "N", "N", "O", "O", "H", "H", "H", "H", "H", "C", "C", "C", "C", "Si", "O", "C", "C", "C", "C", "C", "C", "C", "C", "C", "C", "C", "C", "H", "H", "H", "H", "H", "H", "H", "H", "H", "H", "H", "H", "H", "H", "H", "H", "H", "H", "H", "C", "C", "C", "N", "H", "H", "H", "H", "H", "O", "C", "C", "C", "C", "C", "C", "N", "H", "H", "H", "H", "H", "H", "H", "H", "H", "H", "H"],
  "xyz": [[-0.257, 0.351, 1.023], [2.447, 0.392, 6.196], [2.394, 0.079, 4.764], [3.273, -0.997, 4.317], [1.375, 0.460, 3.966], [1.163, -0.027, 2.772], [0.564, 1.451, 4.480], [-0.576, 2.015, 3.938], [-1.172, 2.917, 4.741], [-1.012, 1.681, 2.771], [3.450, 0.179, 6.553], [1.737, -0.206, 6.770], [2.289, 1.451, 6.396], [4.158, -1.005, 4.944], [3.604, -0.822, 3.293], [2.790, -1.975, 4.388], [1.823, -0.751, 2.523], [0.845, 1.818, 5.372], [-0.810, 3.175, 5.642], [-1.953, 3.450, 4.399], [-1.864, 2.164, 2.505], [-0.877, -2.715, 1.817], [-1.525, -3.494, 0.856], [-1.565, -3.137, -0.431], [-2.227, -3.892, -1.285], [-0.859, -2.008, -0.728], [-0.964, -1.496, -1.909], [-0.256, -0.405, -2.087], [-1.655, -1.864, -2.826], [-0.175, -3.280, 2.283], [-1.557, -2.392, 2.497], [-2.019, -4.327, 1.144], [-2.717, -4.719, -0.981], [-2.297, -3.607, -2.250], [4.919, -0.948, -0.065], [5.038, 0.195, -0.945], [5.450, 0.003, -2.324], [4.735, 1.530, -0.436], [1.539, -0.393, -1.729], [1.797, -0.168, -0.181], [1.897, 1.084, -2.801], [1.386, 2.306, -2.348], [1.631, 3.487, -3.030], [2.410, 3.474, -4.182], [2.939, 2.277, -4.639], [2.686, 1.096, -3.951], [2.051, -2.081, -2.334], [2.356, -2.416, -3.656], [2.727, -3.709, -4.000], [2.794, -4.697, -3.028], [2.487, -4.391, -1.708], [2.126, -3.095, -1.367], [5.186, -0.724, 0.968], [5.386, -1.852, -0.445], [3.809, -1.079, -0.057], [6.555, 0.067, -2.259], [5.122, 0.793, -2.992], [5.237, -0.999, -2.698], [5.570, 1.823, 0.217], [3.850, 1.472, 0.203], [4.613, 2.273, -1.220], [0.788, 2.341, -1.443], [1.229, 4.422, -2.660], [2.604, 4.393, -4.719], [3.546, 2.259, -5.535], [3.116, 0.178, -4.332], [2.269, -1.677, -4.443], [2.960, -3.946, -5.029], [3.083, -5.704, -3.299], [2.542, -5.160, -0.948], [1.912, -2.851, -0.331], [-3.967, 3.578, -2.664], [-2.547, 3.970, -2.247], [-2.084, 3.221, -1.084], [-1.711, 2.624, -0.175], [-4.251, 4.144, -3.548], [-4.683, 3.800, -1.874], [-4.025, 2.518, -2.905], [-2.488, 5.032, -2.005], [-1.834, 3.780, -3.052], [-2.842, -0.403, 1.207], [-3.973, -0.852, 1.377], [-4.828, -0.502, 2.553], [-5.595, 0.765, 2.086], [-6.282, 0.694, 0.709], [-5.344, 0.676, -0.514], [-4.774, -0.711, -0.863], [-4.624, -1.520, 0.368], [-4.229, -0.285, 3.436], [-5.534, -1.302, 2.785], [-4.888, 1.601, 2.071], [-6.344, 0.996, 2.843], [-6.910, 1.582, 0.632], [-6.981, -0.149, 0.674], [-4.518, 1.370, -0.331], [-5.881, 1.056, -1.384], [-3.809, -0.624, -1.359], [-5.440, -1.263, -1.524], [-5.532, -1.846, 0.673]],
  "mulliken_charge": [0.8811, -1.1128, 0.1003, -0.7551, 0.5100, 0.0649, 0.0470, 0.4789, -0.3792, -0.1661, 0.3420, 0.3667, 0.4356, 0.2974, 0.1232, 0.3531, -0.2780, -0.0123, 0.1695, 0.2138, -0.0676, -0.3601, -0.2447, 0.1177, -0.3073, 0.5249, 0.5496, -0.2355, -0.7679, 0.2902, 0.2174, 0.1623, 0.2221, 0.1826, -0.7310, 1.1848, -1.1805, -0.9543, -1.2196, 0.7163, 1.2461, -0.6896, -0.6292, -0.6815, -0.7625, -0.5608, 1.2259, -0.6539, -0.9261, -0.6054, -0.9236, 0.1376, 0.3740, 0.3951, -0.0855, 0.4329, 0.3550, 0.3607, 0.4302, 0.0759, 0.3175, 0.2302, 0.5415, 0.4434, 0.4674, 0.3570, 0.4984, 0.4810, 0.4347, 0.4971, 0.2373, -1.2119, -0.1773, 0.2171, -0.5040, 0.4169, 0.3208, 0.2944, 0.3743, 0.2297, -0.0813, 0.0102, -0.8914, -0.3902, -1.2268, 0.2342, -0.6429, -0.1050, 0.2963, 0.4193, 0.1726, 0.4561, 0.4362, 0.3283, -0.2220, 0.5567, -0.1535, 0.5805, 0.4624]
}

---

{
  "formula": "C2H4NO2",
  "method": "ωB97M-V/def2-TZVPD",
  "largest_force_ev_per_a": 0.68,
  "total_charge": -1,
  "lumo_energy_ha": 0.15973,
  "orbital_gap_ev": 8.40,
  "relative_energy_kj_mol": 109.8,
  "total_energy_ev": -7724.4738,
  "multiplicity": 1,
  "species": ["O", "C", "O", "H", "C", "N", "H", "H", "H"],
  "xyz": [[1.067, 1.182, 0.283], [0.953, 1.247, -0.963], [0.270, 0.511, -1.708], [1.534, 2.071, -1.446], [-0.973, -1.307, 0.600], [-1.202, -1.449, 1.838], [-0.401, -0.460, 0.209], [-1.323, -2.031, -0.148], [-1.741, -2.294, 2.022]],
  "mulliken_charge": [-0.7092, -0.0248, -0.7091, 0.3960, 0.0066, -0.5605, 0.1849, 0.2078, 0.2085]
}

---

{
  "formula": "C10H16O",
  "method": "ωB97M-V/def2-TZVPD",
  "s2": 0.765,
  "largest_force_ev_per_a": 1.21,
  "total_charge": 1,
  "lumo_energy_ha": [-0.14857, -0.28132],
  "orbital_gap_ev": [9.98, 6.81],
  "relative_energy_kj_mol": 86.2,
  "total_energy_ev": -12668.2860,
  "multiplicity": 2,
  "species": ["C", "C", "C", "C", "C", "C", "C", "O", "H", "H", "H", "H", "H", "H", "H", "H", "C", "C", "C", "H", "H", "H", "H", "H", "H", "H", "H"],
  "xyz": [[0.138, -2.616, -1.675], [0.911, -0.882, 1.566], [1.114, -1.519, 0.381], [-0.356, -0.284, 1.799], [0.024, -1.721, -0.498], [-1.476, -0.529, 0.972], [-1.261, -1.163, -0.210], [-0.543, 0.361, 2.947], [1.684, -0.783, 2.317], [2.062, -1.988, 0.160], [-0.463, 1.323, 2.976], [-2.431, -0.069, 1.175], [-0.789, -3.161, -1.851], [0.960, -3.318, -1.654], [-2.048, -1.220, -0.942], [0.322, -1.982, -2.555], [0.579, 1.769, -1.589], [0.801, 2.304, -0.163], [-0.221, 2.713, -2.513], [1.519, 1.460, -2.029], [-0.006, 0.836, -1.535], [1.853, 2.278, 0.099], [-0.710, 3.466, -1.907], [0.388, 3.157, -3.293], [0.273, 1.739, 0.607], [0.513, 3.353, -0.068], [-1.001, 2.137, -3.005]],
  "lowdin_spin": [0.0537, 0.0885, 0.0518, 0.2325, 0.2609, 0.0482, 0.0819, 0.1031, 0.0013, -0.0008, 0.0124, -0.0009, 0.0069, 0.0028, 0.0007, 0.0268, 0.0076, 0.0097, 0.0018, 0.0001, 0.0043, 0.0001, 0.0000, 0.0005, 0.0047, 0.0012, 0.0001]
}

---

What did the third record say?
{
  "formula": "C2H4NO2",
  "method": "ωB97M-V/def2-TZVPD",
  "largest_force_ev_per_a": 0.68,
  "total_charge": -1,
  "lumo_energy_ha": 0.15973,
  "orbital_gap_ev": 8.40,
  "relative_energy_kj_mol": 109.8,
  "total_energy_ev": -7724.4738,
  "multiplicity": 1,
  "species": ["O", "C", "O", "H", "C", "N", "H", "H", "H"],
  "xyz": [[1.067, 1.182, 0.283], [0.953, 1.247, -0.963], [0.270, 0.511, -1.708], [1.534, 2.071, -1.446], [-0.973, -1.307, 0.600], [-1.202, -1.449, 1.838], [-0.401, -0.460, 0.209], [-1.323, -2.031, -0.148], [-1.741, -2.294, 2.022]],
  "mulliken_charge": [-0.7092, -0.0248, -0.7091, 0.3960, 0.0066, -0.5605, 0.1849, 0.2078, 0.2085]
}